No. 1
ORCA calculation (ωB97M-V/def2-TZVPD) on 4 unconnected molecules or ions with the total composition C13H31O12P2S5 in a non-equilibrium geometry.

The geometry in XYZ format:
```
63
Properties=species:S:1:pos:R:3:forces:R:3:nbo_charge:R:1
O -0.709867 -4.158265 3.034602 -0.068 -0.593 0.059 -1.06
P -0.661258 -2.737004 2.767801 -0.358 -0.328 -0.294 2.39
O -0.115051 -1.872744 3.962071 -0.340 0.259 0.079 -0.95
O -2.031847 -2.149490 2.230195 0.782 -0.149 0.193 -0.99
C 0.558086 -2.334952 1.446813 -0.148 -0.045 0.347 -1.01
S 0.059681 -3.148444 -0.061981 -1.303 -0.498 -0.462 0.35
S -0.054845 -1.552776 -1.326418 0.787 0.711 -0.308 0.01
P 1.726142 -4.464869 -0.499015 2.025 -0.678 0.593 2.22
O 2.081171 -5.151204 0.730254 -0.623 0.298 0.552 -1.02
O 2.871076 -3.553137 -1.078828 -0.906 0.063 -0.480 -0.94
O 1.301174 -5.378523 -1.691145 -0.507 0.890 -0.394 -0.94
H 0.282022 -1.051624 3.660675 0.221 0.308 0.312 0.51
H -1.900425 -1.287616 1.790692 -0.537 0.317 -0.124 0.53
H 0.643402 -1.261691 1.303912 0.069 0.113 -0.406 0.28
H 1.509734 -2.738539 1.772232 0.112 -0.093 0.048 0.34
H -1.065353 -1.853193 -2.160000 -0.166 -0.578 0.357 0.18
H 3.074843 -2.884192 -0.411814 0.682 0.190 0.069 0.53
H 0.409307 -5.726368 -1.559249 -0.034 -0.469 -0.174 0.53
C -2.973701 3.602104 -0.171049 -0.086 -0.113 -0.165 -0.42
C -4.174028 2.687515 -0.450466 0.052 0.063 0.150 -0.40
C -3.624175 1.336181 -0.922255 -0.431 -0.144 0.098 -0.68
S -2.010270 1.169887 -0.167181 -0.249 0.692 -0.241 2.17
O -0.998543 1.165021 -1.203676 -0.059 -0.334 0.280 -0.95
O -2.031946 0.109285 0.833766 0.332 0.089 -0.195 -1.02
C -1.994166 2.760121 0.642485 -0.004 0.272 0.128 -0.66
H -3.266415 4.499773 0.370277 0.018 -0.020 0.061 0.23
H -2.512944 3.911488 -1.109521 0.069 -0.025 0.089 0.24
H -4.749531 2.547743 0.466833 -0.001 0.000 0.004 0.21
H -4.841461 3.115267 -1.195281 0.028 -0.048 -0.066 0.24
H -4.248756 0.503398 -0.605650 0.110 -0.081 0.044 0.25
H -3.486011 1.314421 -1.998036 0.175 0.028 -0.024 0.29
H -0.979896 3.153376 0.651390 0.059 -0.138 -0.040 0.26
H -2.348440 2.608313 1.662121 0.006 -0.060 0.013 0.24
C 4.639556 -2.830471 5.874001 -0.078 -0.128 -0.076 -0.41
C 5.013454 -4.164866 5.212838 0.027 0.116 -0.010 -0.40
C 4.227646 -4.261002 3.897560 0.078 -0.226 0.223 -0.67
S 3.960216 -2.570226 3.360490 0.407 -0.312 0.431 2.17
O 2.533712 -2.298490 3.383100 0.314 0.200 -0.031 -0.99
O 4.718595 -2.299663 2.164785 -0.283 0.131 -0.375 -0.95
C 4.720637 -1.779128 4.770040 0.001 0.028 0.272 -0.67
H 5.303121 -2.586851 6.700824 0.010 0.020 0.002 0.24
H 3.621051 -2.883047 6.263809 -0.003 0.036 0.011 0.22
H 6.084270 -4.182447 5.004733 0.008 0.014 -0.011 0.22
H 4.792180 -5.010928 5.859492 -0.017 -0.020 -0.011 0.24
H 4.773895 -4.788103 3.120245 -0.076 0.053 -0.114 0.26
H 3.250874 -4.720528 4.038967 -0.060 0.091 -0.066 0.26
H 4.189761 -0.858312 5.000000 -0.036 0.016 -0.124 0.26
H 5.752432 -1.559337 4.499379 0.003 -0.003 -0.074 0.25
C -2.250069 5.513205 -5.933850 0.103 -0.089 0.013 -0.41
C -1.784666 4.203260 -6.584724 -0.068 0.041 0.055 -0.40
C -1.234930 3.305760 -5.467183 0.056 0.014 -0.319 -0.67
S -2.109153 3.783173 -3.972438 -0.103 0.121 -0.551 2.17
O -1.170833 4.354758 -3.040020 -0.048 -0.135 0.221 -0.94
O -3.000245 2.716244 -3.572341 0.083 0.051 0.210 -0.97
C -3.063699 5.103875 -4.709367 -0.026 0.199 -0.186 -0.67
H -2.841646 6.117607 -6.618107 -0.012 0.013 -0.001 0.24
H -1.385017 6.103176 -5.625447 -0.014 0.027 0.019 0.22
H -2.633023 3.714497 -7.066408 -0.013 -0.008 0.012 0.21
H -1.030885 4.377779 -7.349517 0.018 -0.011 -0.004 0.23
H -1.415360 2.251056 -5.656032 0.014 -0.040 0.132 0.25
H -0.174613 3.476363 -5.293432 -0.008 0.025 0.111 0.25
H -3.193786 5.901887 -3.982159 0.019 -0.078 0.101 0.26
H -4.031187 4.691498 -4.993790 -0.002 -0.046 0.036 0.24
```
Forces are in eV/Å.

LUMO ... -3.3921 eV
Charge ... +1
HOMO energy ... -12.7 eV
Energy ... -4090.392780 Ha
Gap between HOMO and LUMO ... 9.320 eV

***

No. 2
ORCA calculation (ωB97M-V/def2-TZVPD) on 4 unconnected molecules or ions with the total composition C13H32ClO4 in a non-equilibrium geometry.

The geometry in XYZ format:
```
50
Properties=species:S:1:pos:R:3:forces:R:3:nbo_charge:R:1
Cl -2.397640 1.345000 -2.191200 0.936 0.907 -0.418 -0.95
C -3.981640 -0.602000 -0.779200 -1.380 -4.508 -0.636 -0.64
C -2.722640 -1.344000 -0.124200 -4.319 -1.071 0.775 -0.39
C -2.334640 -2.517000 -0.948200 -6.424 -0.998 -1.020 -0.37
C -1.224640 -3.203000 -0.501200 2.936 -1.682 5.155 -0.40
C -0.802640 -4.428000 -1.134200 0.666 0.394 -4.798 -0.58
H -4.302640 0.222000 -0.310200 -1.287 2.583 3.258 0.21
H -4.937640 -1.321000 -0.883200 2.083 1.116 0.537 0.15
H -4.004640 0.008000 -1.662200 1.380 -1.187 -1.425 0.29
H -3.036640 -1.717000 0.970800 0.572 0.677 -2.201 0.17
H -1.888640 -0.763000 0.010800 1.825 1.958 0.147 0.22
H -2.156640 -2.155000 -1.936200 -0.297 0.114 -1.133 0.22
H -3.288640 -3.291000 -0.900200 1.923 1.797 -0.769 0.15
H -1.377640 -3.619000 0.562800 -0.056 1.326 -0.740 0.17
H -0.499640 -2.424000 -0.436200 1.567 0.150 0.280 0.20
H -1.652640 -5.027000 -1.321200 -1.085 -0.885 -0.278 0.20
H -0.108640 -5.017000 -0.663200 1.726 -1.157 1.712 0.20
H -0.323640 -4.244000 -2.157200 -0.698 -0.170 0.915 0.18
C -3.100640 1.141000 1.800800 -1.217 0.965 -2.891 -0.27
O -1.915640 1.735000 2.220800 -0.840 0.166 -0.736 -0.53
C -1.127640 2.347000 1.186800 -5.464 -5.697 -2.936 -0.11
C -0.060640 2.828000 1.803800 5.505 3.055 1.720 -0.10
O 0.643360 1.751000 2.277800 2.806 -1.444 1.260 -0.53
C 2.077360 2.046000 2.529800 -5.592 2.153 -0.257 -0.23
H -3.520640 0.552000 2.500800 -1.444 -0.955 4.004 0.17
H -3.108640 0.270000 1.152800 1.511 0.908 -1.007 0.21
H -3.950640 1.776000 1.356800 1.494 -0.111 0.697 0.15
H -1.598640 2.977000 0.535800 -2.181 2.553 -0.947 0.20
H -0.886640 1.619000 0.354800 0.168 -0.150 1.152 0.21
H -0.284640 3.647000 2.457800 -0.341 0.118 1.743 0.16
H 0.452360 3.413000 1.079800 1.441 0.304 -1.216 0.16
H 2.589360 1.263000 2.859800 1.694 -3.543 1.537 0.18
H 1.961360 2.823000 3.231800 0.971 1.142 1.093 0.17
H 2.433360 2.372000 1.634800 1.495 1.168 -2.538 0.17
C 5.044360 -1.596000 0.029800 -0.183 3.742 -1.192 -0.24
O 3.785360 -0.929000 -0.136200 -0.559 -1.065 2.368 -0.54
C 3.820360 0.383000 -0.634200 4.584 -1.373 2.325 -0.05
C 2.566360 0.736000 -1.107200 -0.764 6.013 0.998 -0.13
O 2.549360 2.119000 -1.570200 0.571 -2.654 -0.331 -0.54
C 1.224360 2.445000 -1.842200 -2.385 1.477 -1.147 -0.28
H 4.979360 -2.484000 0.508800 -0.948 -2.670 1.719 0.18
H 5.890360 -1.041000 0.496800 -0.804 0.264 -0.166 0.16
H 5.257360 -1.779000 -0.970200 1.503 -0.720 -1.909 0.17
H 4.463360 0.293000 -1.448200 1.441 0.433 -2.058 0.15
H 4.389360 1.043000 0.046800 -0.815 0.180 0.202 0.16
H 1.740360 0.599000 -0.534200 -2.111 0.600 4.034 0.19
H 2.192360 0.011000 -1.626200 -1.177 -3.978 -5.770 0.19
H 1.306360 3.414000 -2.461200 -0.559 -1.312 1.074 0.18
H 0.673360 2.630000 -0.850200 0.519 -0.199 -1.588 0.17
H 0.556360 1.693000 -2.483200 1.617 1.267 1.400 0.22
```
Forces are in eV/Å.

LUMO ... 2.6823 eV
Charge ... -1
HOMO energy ... -4.1 eV
Energy ... -1275.377749 Ha
Gap between HOMO and LUMO ... 6.772 eV

***

No. 3
ORCA calculation (ωB97M-V/def2-TZVPD) on a molecular structure, C13H33AsN2O3SSm in a non-equilibrium geometry.

The geometry in XYZ format:
```
54
Properties=species:S:1:pos:R:3:forces:R:3:nbo_charge:R:1
Sm -0.165870 0.779489 -1.232451 -0.424 -1.119 0.976 1.94
C -2.628996 -1.516782 -1.674548 0.569 -0.355 -0.628 -0.25
O -1.176714 -1.242426 -1.742879 0.467 -0.707 -0.593 -0.66
C -0.466680 -2.325903 -2.515630 -1.065 0.173 0.075 -0.09
C 1.018742 -2.247034 -2.246173 0.927 -0.322 -0.304 -0.11
O 1.427575 -0.852327 -2.074195 0.030 0.463 -1.013 -0.64
C 2.383246 -0.265584 -3.081149 0.416 -0.499 0.439 -0.10
C 2.619084 1.150448 -2.535119 0.968 -0.848 0.828 -0.12
O 1.309879 1.801597 -2.505172 1.443 0.755 -1.212 -0.66
C 1.324506 2.971548 -3.378720 -0.416 1.054 -0.842 -0.27
H -2.742521 -2.568254 -1.314716 -0.238 1.029 -0.162 0.24
H -3.012236 -1.374541 -2.702606 -0.093 -0.266 0.628 0.23
H -3.052603 -0.763275 -1.003875 -0.025 -0.360 0.017 0.20
H -0.722317 -2.254138 -3.585377 0.050 0.408 0.385 0.23
H -0.932429 -3.255992 -2.158509 0.571 0.089 -0.060 0.24
H 1.630730 -2.745881 -3.033357 -0.679 0.594 0.133 0.26
H 1.325853 -2.789032 -1.359925 -0.244 0.199 0.501 0.23
H 1.918808 -0.247699 -4.106062 0.384 -0.120 1.018 0.23
H 3.322982 -0.898951 -3.065644 -1.062 0.844 -0.097 0.26
H 3.383145 1.730924 -3.101646 -0.839 -0.384 0.161 0.28
H 2.993164 1.132150 -1.468848 -0.305 -0.215 -1.040 0.23
H 1.923380 3.757721 -2.917068 -0.048 -0.108 0.124 0.22
H 0.288592 3.318743 -3.506884 0.540 -0.217 0.097 0.23
H 1.766472 2.759297 -4.373076 -0.335 -0.320 0.643 0.23
C -2.341942 -0.351865 2.962982 -1.524 1.549 -0.974 -0.62
C -0.906261 -0.402541 3.325856 1.354 -0.868 2.083 -0.68
As 0.314674 -0.030991 1.801065 0.741 -1.826 1.744 0.63
C 1.091704 -1.972024 1.673973 -0.270 0.592 -0.947 -0.60
C 0.164547 -3.181938 1.657803 -0.942 -0.353 0.164 -0.66
C 1.823137 0.517566 2.972269 1.380 1.727 -1.246 -0.63
C 1.525216 1.325455 4.243926 -0.354 -0.245 -0.408 -0.62
H -2.680987 0.731142 3.015553 0.124 -1.109 0.126 0.19
H -2.966820 -0.933090 3.651283 0.009 0.120 -0.396 0.27
H -2.531194 -0.612670 1.882789 0.029 -0.324 1.062 0.18
H -0.594232 -1.436370 3.704660 -0.390 1.148 -0.882 0.25
H -0.668652 0.219616 4.276924 -0.474 -0.607 -2.096 0.27
H 1.754261 -2.041602 2.533576 -0.008 0.144 -0.139 0.24
H 1.707798 -1.992833 0.760347 0.029 0.225 0.389 0.20
H 0.151515 -3.707787 2.637055 -0.224 0.489 -0.635 0.26
H 0.494478 -3.921087 0.933287 0.381 -0.132 -0.016 0.23
H -0.874878 -2.984396 1.325772 0.361 0.155 0.496 0.20
H 2.510917 1.134015 2.318833 -0.487 -0.759 0.678 0.22
H 2.301406 -0.439179 3.136826 0.269 0.211 0.366 0.23
H 0.939958 2.227548 3.961122 0.165 -0.571 0.591 0.20
H 2.432929 1.656136 4.761323 -0.009 -0.095 -0.431 0.26
H 1.014628 0.663055 4.950982 -0.092 0.605 0.012 0.22
N -1.136474 2.960045 0.115425 -0.582 -0.025 1.141 -0.85
C -2.218730 2.589490 -0.664162 -1.472 0.682 -0.609 0.26
N -3.372706 2.246917 -0.064264 0.993 0.245 -0.424 -0.72
S -2.033096 2.500368 -2.382630 0.069 -0.440 1.276 -0.11
H -1.359931 3.002048 1.143347 0.651 0.085 -1.267 0.44
H -0.535696 3.739329 -0.213922 -0.745 -0.577 0.142 0.46
H -3.585157 2.550387 0.881222 -0.011 -0.131 -0.031 0.44
H -4.156205 1.891155 -0.619593 0.438 0.318 0.156 0.46
```
Forces are in eV/Å.

LUMO (spin up / spin down) ... -11.3378 / -10.1054 eV
Charge ... +3
HOMO energy (spin up / spin down) ... -18.3 / -18.3 eV
Energy ... -4141.283606 Ha
Gap between HOMO and LUMO (spin up / spin down) ... 6.966 / 8.185 eV
2S+1 ... 6

***

charge of number 2 (C13H32ClO4)?
-1